1.
The following is a DFT calculation (ωB97M-V with the def2-TZVPD basis set) of a 10-piece molecular cluster, C40H70N10 overall.

Element x y z (Å)
C1 -1.04343 -6.59971 1.99636
C2 -1.44294 -5.20434 1.51873
C3 -0.57388 -4.68961 0.38201
C4 -0.74192 -5.45303 -0.86012
N1 -0.89926 -6.09153 -1.80148
H1 0.03478 -6.66961 2.15783
H2 -1.33228 -7.36028 1.27116
H3 -1.48773 -6.87267 2.95493
H4 -1.40899 -4.49693 2.34824
H5 -2.47018 -5.23497 1.14916
H6 0.49323 -4.66356 0.61920
H7 -0.79756 -3.63711 0.18973
C5 3.08644 -3.67622 -4.04820
C6 3.69795 -2.35688 -4.51220
C7 4.35278 -2.40119 -5.88852
C8 5.37103 -3.43483 -6.02216
N2 6.16626 -4.25305 -6.09321
H8 2.58481 -3.62289 -3.08284
H9 3.87185 -4.43112 -3.95199
H10 2.35790 -4.07997 -4.75416
H11 4.35172 -1.94377 -3.73815
H12 2.89017 -1.61598 -4.51348
H13 4.77165 -1.41033 -6.06637
H14 3.58723 -2.62819 -6.63434
C9 -3.21647 -1.32676 2.19074
C10 -2.55029 -0.81211 3.45587
C11 -1.31481 -1.59115 3.93715
C12 -0.29592 -1.87123 2.92531
N3 0.50619 -2.07860 2.13411
H15 -3.43528 -2.39859 2.27315
H16 -2.59597 -1.18748 1.30660
H17 -4.20602 -0.88649 2.06081
H18 -3.26690 -0.84623 4.27650
H19 -2.24682 0.22014 3.26572
H20 -1.63317 -2.55992 4.33446
H21 -0.88080 -1.05260 4.77973
C13 -3.99082 2.37228 1.74623
C14 -5.38757 2.87908 1.46354
C15 -6.44080 1.78881 1.28607
C16 -6.21699 0.85363 0.16472
N4 -6.03643 0.12898 -0.70883
H22 -3.86629 1.73287 2.62414
H23 -3.27971 3.19410 1.83421
H24 -3.65489 1.74733 0.91276
H25 -5.34658 3.43627 0.52104
H26 -5.76002 3.60099 2.19087
H27 -7.42368 2.19990 1.05006
H28 -6.44780 1.17644 2.19152
C17 0.20868 4.04850 5.81995
C18 -0.23401 5.02526 4.72673
C19 -0.04626 4.51151 3.29480
C20 1.35720 4.16535 3.06195
N5 2.45690 3.88718 2.88421
H29 -0.46747 3.19469 5.85570
H30 0.22898 4.52926 6.79772
H31 1.22978 3.69884 5.65969
H32 0.31821 5.96260 4.81650
H33 -1.27982 5.28961 4.89503
H34 -0.35542 5.28877 2.59564
H35 -0.65321 3.64153 3.03428
C21 3.64136 -2.62630 -0.46040
C22 3.71960 -1.91832 0.89736
C23 3.46186 -2.79123 2.11721
C24 4.39384 -3.92055 2.18757
N6 5.12934 -4.80280 2.19362
H36 4.59062 -3.13246 -0.65325
H37 3.46306 -1.94307 -1.28839
H38 2.87759 -3.40705 -0.46209
H39 3.02051 -1.07797 0.89004
H40 4.70520 -1.45628 0.99708
H41 2.43072 -3.14995 2.13030
H42 3.57016 -2.18267 3.01655
C25 -0.45935 1.90913 -0.02845
C26 -0.66327 0.40486 -0.13662
C27 0.54040 -0.35463 -0.71396
C28 0.90879 -0.01814 -2.09682
N7 1.21153 0.25068 -3.17149
H43 -1.37562 2.45783 0.17891
H44 -0.03338 2.30096 -0.95274
H45 0.24241 2.24376 0.74396
H46 -1.57053 0.22547 -0.71367
H47 -0.80422 -0.06953 0.83629
H48 0.44643 -1.43290 -0.61208
H49 1.39654 -0.06354 -0.09620
C29 0.68465 8.51115 -0.61134
C30 -0.82319 8.47740 -0.39304
C31 -1.31219 7.32127 0.48112
C32 -0.93451 6.00856 -0.05351
N8 -0.63735 4.97456 -0.44839
H50 1.16042 8.79763 0.32830
H51 0.93803 9.24865 -1.37284
H52 1.14871 7.58635 -0.95548
H53 -1.37437 8.50473 -1.33591
H54 -1.13140 9.40846 0.08881
H55 -2.39274 7.27162 0.62757
H56 -0.86342 7.42808 1.47281
C33 5.29656 0.77985 -1.87572
C34 4.65989 1.22111 -3.20125
C35 5.65637 1.62228 -4.28147
C36 6.69345 0.62825 -4.58713
N9 7.52967 -0.11778 -4.82903
H57 5.37536 -0.30652 -1.80703
H58 4.65388 1.11092 -1.05990
H59 6.30572 1.16089 -1.71443
H60 4.05529 2.11066 -3.03390
H61 4.05255 0.41606 -3.61136
H62 6.23449 2.50518 -3.98852
H63 5.17062 1.83708 -5.23594
C37 -5.28919 -3.61344 -2.99082
C38 -4.93451 -4.10577 -1.59688
C39 -4.18626 -3.07061 -0.74388
C40 -2.98077 -2.54421 -1.39606
N10 -2.03566 -2.13789 -1.90328
H64 -5.57519 -4.44196 -3.63974
H65 -4.38301 -3.22949 -3.46796
H66 -6.05755 -2.84475 -3.00601
H67 -4.32690 -5.01204 -1.64191
H68 -5.80511 -4.41513 -1.01373
H69 -3.81510 -3.46988 0.20224
H70 -4.79618 -2.20147 -0.48599

For the energy relative to the best compared isomer or geometry (same formula, charge and spin), the calculation gives 120.91 kJ/mol.

2.
The following is a DFT calculation (ωB97M-V with the def2-TZVPD basis set) of C40H70N2NbO17 as an isolated structure.

Element x y z (Å)
C1 -3.86055 3.87954 1.49243
C2 -4.39961 2.61063 0.81979
C3 -4.42663 1.44849 1.80133
C4 -4.75016 0.08494 1.14829
Nb1 -3.09107 -0.94619 -0.02362
C5 -1.32614 -0.05747 1.16523
N1 -1.07916 1.37488 0.88812
C6 -3.01204 -2.91352 1.12156
C7 -3.64262 -3.04444 2.52200
C8 -2.88080 -2.30874 3.59852
N2 -3.35879 -1.08231 4.05301
O1 -1.86281 -2.79695 4.08147
H1 -4.29749 4.79084 1.09434
H2 -4.15971 3.83153 2.54159
H3 -2.77655 3.90532 1.48535
H4 -3.84586 2.35565 -0.07881
H5 -5.42843 2.81174 0.51713
H6 -5.24969 1.68151 2.48997
H7 -3.52634 1.42535 2.41540
H8 -5.22217 -0.54640 1.90405
H9 -5.54616 0.30943 0.43092
H10 -1.90893 -1.68559 -1.22459
H11 -3.16391 0.44634 -1.20799
H12 -4.37888 -1.76423 -1.08038
H13 -1.41587 -0.24297 2.23528
H14 -0.44591 -0.62151 0.83830
H15 -1.55782 1.68795 0.05774
H16 -1.34940 1.94963 1.66934
H17 -1.95084 -3.15512 1.24019
H18 -3.41290 -3.71290 0.50113
H19 -4.70878 -2.81573 2.52715
H20 -3.57541 -4.08937 2.83478
H21 -4.23736 -0.81727 3.64269
H22 -2.67549 -0.34550 3.99373
O2 -0.33835 0.92453 -2.13237
C9 0.84520 1.06172 -2.17538
O3 1.61514 1.23897 -1.07180
C10 2.98591 1.44328 -1.44787
C11 3.11865 0.82709 -2.83202
C12 1.73088 1.06930 -3.41398
H23 3.19638 2.51492 -1.44993
H24 3.62116 0.96209 -0.70529
H25 3.92656 1.24609 -3.41436
H26 3.29006 -0.24143 -2.74147
H27 1.64728 2.04306 -3.90014
H28 1.42047 0.28680 -4.10100
O4 4.11146 -1.59583 -4.49049
C13 3.73685 -2.69526 -4.20813
O5 4.16881 -3.33226 -3.09368
C14 3.60228 -4.65501 -3.02332
C15 2.35828 -4.59888 -3.89981
C16 2.75349 -3.57315 -4.95619
H29 4.34651 -5.36476 -3.39299
H30 3.38296 -4.88744 -1.98383
H31 2.06823 -5.56572 -4.30046
H32 1.51844 -4.20970 -3.32458
H33 3.26953 -4.02245 -5.80701
H34 1.90646 -2.98955 -5.30517
O6 5.70752 -5.59809 2.07832
C17 5.22183 -4.55927 1.73168
O7 5.71433 -3.84189 0.69468
C18 4.99374 -2.59790 0.56739
C19 3.65721 -2.83766 1.25430
C20 4.04281 -3.83221 2.34712
H35 5.56943 -1.80970 1.05737
H36 4.88388 -2.35607 -0.48723
H37 3.19581 -1.92455 1.62232
H38 2.96057 -3.30515 0.55672
H39 4.37543 -3.33934 3.25954
H40 3.24419 -4.52782 2.58240
O8 4.65107 3.41570 -3.70929
C21 5.84012 3.49907 -3.69738
O9 6.54944 3.65621 -2.55199
C22 7.94472 3.82148 -2.84781
C23 8.13874 3.20142 -4.22670
C24 6.78603 3.47253 -4.88376
H41 8.17447 4.88958 -2.83704
H42 8.52541 3.32929 -2.07176
H43 8.98995 3.61368 -4.76497
H44 8.28980 2.12594 -4.12893
H45 6.75061 4.44756 -5.37183
H46 6.48916 2.70011 -5.58682
O10 3.19709 -3.93085 5.39921
C25 2.82385 -5.00303 5.76264
O11 3.28350 -5.59531 6.89385
C26 2.73773 -6.91832 7.01825
C27 1.46730 -6.91091 6.17578
C28 1.83209 -5.92000 5.07208
H47 3.47727 -7.63111 6.64643
H48 2.55210 -7.12019 8.07047
H49 1.18735 -7.89898 5.81641
H50 0.63655 -6.51746 6.76248
H51 2.33977 -6.40379 4.23568
H52 0.98145 -5.35219 4.70647
O12 -0.73039 -4.00332 -4.79695
C29 -0.95647 -5.02302 -5.36528
O13 0.04182 -5.82455 -5.83367
C30 -0.50589 -6.92643 -6.57265
C31 -1.93775 -7.07243 -6.06499
C32 -2.30093 -5.62724 -5.71956
H53 -0.46472 -6.68362 -7.63707
H54 0.10300 -7.80870 -6.38848
H55 -2.60126 -7.54023 -6.78955
H56 -1.94660 -7.67916 -5.15874
H57 -2.70288 -5.08708 -6.57748
H58 -2.98603 -5.54194 -4.88200
O14 -7.74507 9.77641 -0.40414
C33 -6.90219 8.94919 -0.21483
O15 -7.19559 7.65229 0.02589
C34 -5.99119 6.91430 0.31866
C35 -4.86214 7.72501 -0.30239
C36 -5.39730 9.14996 -0.17135
H59 -5.89034 6.83188 1.40319
H60 -6.07150 5.91772 -0.10623
H61 -3.90144 7.55653 0.18093
H62 -4.75902 7.46532 -1.35642
H63 -5.13957 9.59964 0.78915
H64 -5.07862 9.80405 -0.97747
O16 -2.02219 6.81070 2.08463
C37 -2.35853 6.76673 3.22870
O17 -2.39652 5.62228 3.95166
C38 -2.95165 5.87623 5.25187
C39 -2.74424 7.36534 5.49847
C40 -2.84076 7.92821 4.08312
H65 -4.00827 5.59991 5.23301
H66 -2.43728 5.24967 5.97584
H67 -3.46188 7.78660 6.19978
H68 -1.74319 7.53782 5.89584
H69 -3.87035 8.15645 3.80207
H70 -2.21374 8.80078 3.92612

For the energy relative to the best compared isomer or geometry (same formula, charge and spin), the calculation gives 0.00 kJ/mol. As for the charge: -1.

3.
The following is a DFT calculation (ωB97M-V with the def2-TZVPD basis set) of a 5-piece molecular cluster, C40H70N5O21P4 overall.

Element x y z (Å)
C1 3.11726 -0.28529 2.77587
C2 2.25407 0.95496 2.91155
C3 1.84232 1.74134 1.53361
O1 2.80846 1.81012 0.57509
O2 0.56727 2.41635 1.24954
C4 -0.59848 1.60103 1.62254
C5 -1.05753 0.49264 0.49862
C6 -0.27734 -0.95216 0.60739
C7 0.30268 -1.44914 -0.88058
C8 1.53946 -0.46488 -1.31843
C9 1.97118 -0.55315 -2.89807
C10 1.01979 0.31885 -3.91093
N1 -0.49514 0.24460 -3.83793
C11 -1.09753 1.16742 -4.87447
N2 -2.43646 1.39489 -5.08197
C12 -3.58770 0.74241 -4.34791
C13 -3.51332 0.83835 -2.71248
C14 -4.56872 1.89105 -2.02968
O3 -4.09371 2.67999 -1.02618
N3 -6.03820 2.02754 -2.38746
C15 -6.82813 0.78819 -2.00897
C16 -7.87548 0.16940 -3.13740
C17 -8.82651 -1.17250 -2.85760
C18 -8.76331 -1.94706 -1.39013
C19 -7.72709 -1.31482 -0.24318
C20 -6.77817 0.01698 -0.56059
N4 0.13739 1.73295 -5.57574
C21 0.00002 2.70458 -6.75799
N5 1.33254 1.27955 -5.03753
O4 2.61894 1.50750 -5.35325
C22 3.00017 2.91747 -5.17716
O5 3.76806 3.47171 -6.15559
C23 2.54457 3.90240 -3.94850
C24 2.68079 3.57439 -2.34744
C25 2.20597 4.70864 -1.21624
C26 1.58963 6.19405 -1.62447
C27 1.43242 6.49774 -3.24485
C28 1.89670 5.37331 -4.38924
H1 4.00139 -0.24449 2.00788
H2 2.88725 -1.28199 3.37935
H3 1.89024 1.29091 3.97290
H4 -1.51343 2.36182 1.72044
H5 -0.52102 1.06440 2.65962
H6 -0.91621 0.86538 -0.62099
H7 -2.22093 0.24302 0.58944
H8 0.62999 -0.80060 1.34624
H9 -1.03694 -1.76628 1.03702
H10 -0.55458 -1.38543 -1.67441
H11 0.65114 -2.58220 -0.83835
H12 1.19998 0.66398 -1.13119
H13 2.44907 -0.71564 -0.59054
H14 1.86590 -1.68698 -3.22064
H15 3.11673 -0.29797 -2.96457
H16 -2.68592 2.06356 -5.86750
H17 -3.64848 -0.38677 -4.70948
H18 -4.59656 1.24282 -4.73960
H19 -3.80868 -0.24285 -2.30207
H20 -2.45414 1.07373 -2.27405
H21 -6.43525 2.80190 -1.77885
H22 -7.96322 0.71457 -4.17915
H23 -9.58334 -1.58622 -3.67149
H24 -9.41603 -2.91222 -1.13657
H25 -7.71229 -1.87820 0.79977
H26 -6.09295 0.40849 0.30346
H27 -1.08582 2.76687 -7.18874
H28 0.48750 3.73369 -6.48734
H29 0.68461 2.23322 -7.61522
H30 3.13541 2.55165 -1.99908
H31 2.31532 4.49547 -0.05064
H32 1.24322 6.99444 -0.81496
H33 0.99055 7.56107 -3.54907
H34 1.77350 5.70850 -5.52059
C29 -5.14250 5.32315 -0.61929
O6 -6.14798 6.12236 -1.22120
P1 -6.63863 7.53408 -0.34984
O7 -7.01180 6.62568 0.83347
O8 -7.96439 7.69819 -1.31801
C30 -8.64371 6.54630 -1.79455
O9 -7.12923 8.94582 0.52144
C31 -7.56053 8.86920 1.86719
H35 -4.66678 4.72570 -1.40090
H36 -4.38814 5.95253 -0.13961
H37 -5.59150 4.64422 0.10836
H38 -8.60301 5.71703 -1.08143
H39 -8.20660 6.24292 -2.74546
H40 -9.69267 6.80491 -1.96346
H41 -6.74247 8.53212 2.50723
H42 -8.43317 8.21796 1.96310
H43 -7.85361 9.87210 2.18618
C32 2.40390 -8.92289 -1.79221
O10 1.45530 -8.13827 -1.08753
P2 1.99871 -6.59999 -0.51190
O11 3.10135 -7.32816 0.27462
O12 0.66962 -6.46783 0.45658
C33 0.12865 -7.62140 1.08271
O13 2.54206 -5.06169 0.06365
C34 3.69999 -4.94238 0.86856
H44 1.86128 -9.64291 -2.40971
H45 3.02147 -8.29129 -2.43639
H46 3.02864 -9.47502 -1.08733
H47 0.89964 -8.35713 1.33204
H48 -0.61514 -8.06858 0.42383
H49 -0.36839 -7.31563 2.00748
H50 4.58379 -5.25214 0.30689
H51 3.59624 -5.51660 1.79286
H52 3.81749 -3.89035 1.13849
C35 0.66861 -4.14109 3.26500
O14 1.41620 -5.12833 3.95674
P3 0.74969 -5.69989 5.44738
O15 0.76340 -4.25130 5.96320
O16 2.18637 -6.40715 5.84445
C36 3.40957 -5.78266 5.48496
O17 0.08316 -6.27153 6.93796
C37 -0.28105 -5.37841 7.97363
H53 0.97076 -4.15641 2.21494
H54 -0.40185 -4.35250 3.33346
H55 0.88898 -3.15255 3.67274
H56 3.33345 -4.69084 5.48767
H57 3.71223 -6.13347 4.49873
H58 4.17665 -6.07682 6.20662
H59 -1.09534 -4.72980 7.64387
H60 0.57996 -4.79447 8.30905
H61 -0.63618 -5.96957 8.82089
C38 7.86861 0.95647 0.54549
O18 8.61620 -0.03077 1.23723
P4 7.94969 -0.60233 2.72787
O19 7.96340 0.84626 3.24369
O20 9.38637 -1.30959 3.12494
C39 10.60957 -0.68510 2.76545
O21 7.28316 -1.17397 4.21845
C40 6.91895 -0.28085 5.25412
H62 8.17076 0.94116 -0.50457
H63 6.79815 0.74506 0.61395
H64 8.08898 1.94501 0.95323
H65 10.53345 0.40672 2.76816
H66 10.91223 -1.03591 1.77922
H67 11.37665 -0.97926 3.48710
H68 6.10466 0.36776 4.92436
H69 7.77996 0.30309 5.58954
H70 6.56382 -0.87201 6.10138

As for the charge: +1.

Result set for largest force on an atom: 0.0273, 0.0467, 0.1977 hartree/bohr, one per record in the order listed.
Result set for E: -2113.614735, -3011.602674, -4783.615916 Ha, one per record in the order listed.
Result set for HOMO-LUMO gap: 10.564, 5.576, 6.278 eV, one per record in the order listed.